1.
A molecular structure, H4N2O2P in a non-equilibrium geometry, computed with the ωB97M-V functional and the def2-TZVPD basis.

## Properties
* lowest unoccupied orbital energy: 0.1648 Ha
* F_max: 3.8 eV Å⁻¹
* Kohn-Sham gap: 8.76 eV
* energy relative to the best compared isomer or geometry (same formula, charge and spin): 182.6 kJ/mol
* total energy: -603.85103 Ha
* total charge: -1
* HOMO: -4.271 eV

Geometry as XYZ:
```
9
Properties=species:S:1:pos:R:3:nbo_charge:R:1
N -1.3264 -0.6249 -0.7121 -1.1854
N 0.7261 0.3006 1.5129 -1.2065
O 0.4283 1.3330 -1.3712 -1.1504
O 1.1119 -1.1281 -1.2217 -1.1552
P 0.2679 -0.0087 -0.7714 2.3283
H -2.0497 -0.1567 -0.0845 0.3705
H -1.1527 -1.4414 -0.2048 0.3718
H 0.3704 1.2236 1.6365 0.3109
H 1.6243 0.5025 1.2162 0.3160
```



2.
2 unconnected molecules or ions with the total composition H4N2O2P in a non-equilibrium geometry, computed with the ωB97M-V functional and the def2-TZVPD basis.

## Properties
* lowest unoccupied orbital energy: 0.1430 Ha
* F_max: 1.8 eV Å⁻¹
* Kohn-Sham gap: 8.57 eV
* energy relative to the best compared isomer or geometry (same formula, charge and spin): 138.4 kJ/mol
* total energy: -603.86786 Ha
* total charge: -1
* HOMO: -4.677 eV

Geometry as XYZ:
```
9
Properties=species:S:1:pos:R:3:nbo_charge:R:1
N -0.7635 -0.6889 1.7267 -1.3543
N 2.3184 0.3354 -1.2133 -1.0761
O -1.9045 0.2314 -0.5377 -1.1408
O -3.3325 -1.0719 1.2071 -1.1194
P -2.0296 -0.4917 0.7591 2.2777
H -0.0441 0.0063 1.4057 0.3383
H 1.5906 -0.2841 -0.7848 0.3790
H 1.8004 0.8060 -1.9847 0.3501
H 2.3649 1.1576 -0.5780 0.3456
```



3.
2 unconnected molecules or ions with the total composition H4N2O2S in a non-equilibrium geometry, computed with the ωB97M-V functional and the def2-TZVPD basis.

## Properties
* lowest unoccupied orbital energy (spin up / spin down): 0.0303 / -0.0645 Ha
* F_max: 7.3 eV Å⁻¹
* <S²>: 2.007
* multiplicity: 3
* Kohn-Sham gap (spin up / spin down): 8.18 / 6.71 eV
* energy relative to the best compared isomer or geometry (same formula, charge and spin): 98.2 kJ/mol
* total energy: -660.38001 Ha
* total charge: 0
* HOMO (spin up / spin down): -7.359 / -8.464 eV

Geometry as XYZ:
```
9
Properties=species:S:1:pos:R:3:lowdin_spin:R:1
N -1.6686 0.4638 0.1181 0.8641
N -1.8968 -0.3699 -0.7255 0.9614
O 1.8406 -1.2288 0.1835 0.0017
O 0.9854 1.1363 0.4628 0.0170
S 2.1514 0.2068 -0.2787 0.0066
H -2.1909 0.1934 0.9001 0.0611
H -1.3545 -0.1953 -1.6592 0.0820
H 1.9276 -1.3302 1.0985 0.0000
H 0.2059 1.1238 -0.0996 0.0061
```



4.
A single H4N2O2Si molecule in a non-equilibrium geometry, computed with the ωB97M-V functional and the def2-TZVPD basis.

## Properties
* lowest unoccupied orbital energy: -0.0155 Ha
* F_max: 4.5 eV Å⁻¹
* SMILES string: N[SiH2][N+](=O)[O-]
* Kohn-Sham gap: 9.75 eV
* energy relative to the best compared isomer or geometry (same formula, charge and spin): 137.5 kJ/mol
* total energy: -551.76317 Ha
* total charge: 0
* HOMO: -10.169 eV

Geometry as XYZ:
```
9
Properties=species:S:1:pos:R:3:nbo_charge:R:1
N 1.3124 0.6317 0.7551 -1.1784
N -1.3888 0.0231 -0.0190 0.2475
O -2.1823 -0.6024 0.6506 -0.3949
O -1.5648 1.1411 -0.4229 -0.3874
Si 0.2674 -0.8132 -0.2432 1.2460
H 0.7433 1.4642 0.7264 0.3850
H 2.1795 0.7896 0.2246 0.3718
H -0.1833 -2.2128 -0.0338 -0.1269
H 0.8167 -0.4212 -1.6378 -0.1627
```



5.
2 unconnected molecules or ions with the total composition H4N2O2Si in a non-equilibrium geometry, computed with the ωB97M-V functional and the def2-TZVPD basis.

## Properties
* lowest unoccupied orbital energy (spin up / spin down): -0.0555 / -0.0556 Ha
* F_max: 4.1 eV Å⁻¹
* SMILES string: O=N[SiH]=O.N
* Kohn-Sham gap (spin up / spin down): 8.13 / 8.21 eV
* energy relative to the best compared isomer or geometry (same formula, charge and spin): 122.6 kJ/mol
* total energy: -551.76883 Ha
* total charge: 0
* HOMO (spin up / spin down): -9.638 / -9.721 eV

Geometry as XYZ:
```
9
Properties=species:S:1:pos:R:3:nbo_charge:R:1
N 1.7307 -0.4149 0.0897 -1.1073
N -0.8829 1.2666 -0.1007 -0.3250
O -1.3408 2.2372 0.4759 -0.1664
O -2.5342 -1.1164 0.6306 -1.1440
Si -1.6564 -0.3114 -0.2452 1.8217
H 2.2841 0.4573 0.0694 0.3662
H 1.2309 -0.3166 0.9331 0.3685
H -1.2705 -0.6279 -1.7439 -0.2024
H 2.4392 -1.1739 -0.1090 0.3886
```



6.
A molecular structure, H4N2Si in a non-equilibrium geometry, computed with the ωB97M-V functional and the def2-TZVPD basis.

## Properties
* lowest unoccupied orbital energy: 0.0224 Ha
* F_max: 2.8 eV Å⁻¹
* Kohn-Sham gap: 10.80 eV
* energy relative to the best compared isomer or geometry (same formula, charge and spin): 189.6 kJ/mol
* total energy: -401.30828 Ha
* total charge: 0
* HOMO: -10.189 eV

Geometry as XYZ:
```
7
Properties=species:S:1:pos:R:3:nbo_charge:R:1
N 0.7221 0.8813 -0.0983 -0.8836
N 0.7355 -0.9081 0.0585 -0.8556
Si -0.7487 -0.0182 -0.0933 1.3943
H 1.0782 1.0784 0.9054 0.3798
H 1.1121 -1.1279 -0.9022 0.3609
H -1.1297 0.0801 1.2562 -0.2178
H -1.7694 0.0142 -1.1263 -0.1781
```



7.
A single H4N3OPS molecule in a non-equilibrium geometry, computed with the ωB97M-V functional and the def2-TZVPD basis.

## Properties
* lowest unoccupied orbital energy: -0.0078 Ha
* F_max: 6.6 eV Å⁻¹
* Kohn-Sham gap: 8.29 eV
* energy relative to the best compared isomer or geometry (same formula, charge and spin): 480.5 kJ/mol
* total energy: -981.30060 Ha
* total charge: 0
* HOMO: -8.500 eV

Geometry as XYZ:
```
10
Properties=species:S:1:pos:R:3:nbo_charge:R:1
N -1.1282 0.2718 1.0977 -1.0947
N -1.3988 0.2994 -1.2516 -1.0826
N 1.0654 -0.4029 -0.1339 -1.1782
O 1.1701 2.4016 0.1317 -0.9006
P -0.0650 0.7268 -0.1287 1.9578
S -2.5013 0.4472 0.0656 0.5542
H -1.0706 0.7944 1.9934 0.4424
H -1.7398 0.7005 -2.1329 0.4364
H 1.9710 0.1480 -0.1080 0.4624
H 0.7882 -0.9321 -0.8967 0.4028
```



8.
2 unconnected molecules or ions with the total composition H4N4O in a non-equilibrium geometry, computed with the ωB97M-V functional and the def2-TZVPD basis.

## Properties
* lowest unoccupied orbital energy: 0.0075 Ha
* F_max: 6.4 eV Å⁻¹
* SMILES string: [H]/N=N/N=O.N
* Kohn-Sham gap: 9.06 eV
* energy relative to the best compared isomer or geometry (same formula, charge and spin): 184.6 kJ/mol
* total energy: -296.45557 Ha
* total charge: 0
* HOMO: -8.857 eV

Geometry as XYZ:
```
9
Properties=species:S:1:pos:R:3:nbo_charge:R:1
N 2.1542 -1.3808 -0.0052 0.2841
N -0.0468 -1.9645 -0.1562 -0.4214
N -0.2978 0.6067 -0.2373 -1.0863
N 1.0488 -1.5777 0.1710 0.1840
O 3.1883 -1.2894 0.6307 -0.4487
H 0.2511 1.0348 -0.8321 0.3654
H -0.7647 -1.1941 -0.0015 0.3753
H -0.0115 0.9441 0.6660 0.3704
H -1.3392 0.7038 -0.3604 0.3772
```



9.
2 unconnected molecules or ions with the total composition H4N4O2 in a non-equilibrium geometry, computed with the ωB97M-V functional and the def2-TZVPD basis.

## Properties
* lowest unoccupied orbital energy: 0.0162 Ha
* F_max: 3.0 eV Å⁻¹
* SMILES string: N[N+](=O)[O-].[H]/N=N/[H]
* Kohn-Sham gap: 10.18 eV
* energy relative to the best compared isomer or geometry (same formula, charge and spin): 39.2 kJ/mol
* total energy: -371.72164 Ha
* total charge: 0
* HOMO: -9.745 eV

Geometry as XYZ:
```
10
Properties=species:S:1:pos:R:3:nbo_charge:R:1
N -2.2918 -1.0599 -0.4031 -0.2689
N -1.9242 -0.0073 0.0745 -0.3469
N 0.9422 0.8451 0.3029 -0.6138
N 1.7326 -0.1632 -0.0449 0.6351
O 2.8446 0.2036 -0.4292 -0.4341
O 1.3895 -1.3397 0.0247 -0.4152
H -1.5131 -1.5910 -0.8388 0.3203
H 1.4557 1.6834 0.2520 0.3931
H -2.6607 0.5252 0.4529 0.3116
H 0.0252 0.9038 0.6090 0.4189
```



10.
2 unconnected molecules or ions with the total composition H4NO2PS in a non-equilibrium geometry, computed with the ωB97M-V functional and the def2-TZVPD basis.

## Properties
* lowest unoccupied orbital energy: 0.0086 Ha
* F_max: 2.5 eV Å⁻¹
* Kohn-Sham gap: 9.80 eV
* energy relative to the best compared isomer or geometry (same formula, charge and spin): 386.0 kJ/mol
* total energy: -947.12121 Ha
* total charge: 0
* HOMO: -9.571 eV

Geometry as XYZ:
```
9
Properties=species:S:1:pos:R:3:nbo_charge:R:1
N 1.2380 -0.0049 0.9057 -1.1758
O -1.3853 0.2499 -0.0260 -1.0392
O -3.3232 -0.7306 -0.8042 -1.0287
P -2.4204 -0.8549 0.3314 1.5042
S 1.9472 0.1410 -0.5530 0.6673
H 1.9397 -0.2387 1.5654 0.3564
H -0.5615 0.1683 0.5210 0.5225
H 1.7946 1.4617 -0.8896 0.0575
H 0.7709 -0.1917 -1.0507 0.1359
```



11.
2 unconnected molecules or ions with the total composition H4NO2PS in a non-equilibrium geometry, computed with the ωB97M-V functional and the def2-TZVPD basis.

## Properties
* lowest unoccupied orbital energy: -0.0174 Ha
* F_max: 2.1 eV Å⁻¹
* SMILES string: O=S1#[PH]O1.N
* Kohn-Sham gap: 9.09 eV
* energy relative to the best compared isomer or geometry (same formula, charge and spin): 446.4 kJ/mol
* total energy: -947.09821 Ha
* total charge: 0
* HOMO: -9.561 eV

Geometry as XYZ:
```
9
Properties=species:S:1:pos:R:3:nbo_charge:R:1
N 1.1209 -0.7501 -2.2949 -1.0867
O 3.2466 1.2407 -0.8452 -0.9106
O 3.7004 -0.5794 1.0603 -0.9226
P 2.2184 0.0812 1.5139 0.6327
S 3.0817 -0.1412 -0.4383 1.2634
H 0.4649 -0.7818 -3.1132 0.3758
H 2.0957 -0.8173 -2.6350 0.3544
H 1.7342 -1.2881 1.8101 -0.0659
H 1.1659 0.1908 -1.8600 0.3595
```



12.
2 unconnected molecules or ions with the total composition H4NO2PS in a non-equilibrium geometry, computed with the ωB97M-V functional and the def2-TZVPD basis.

## Properties
* lowest unoccupied orbital energy (spin up / spin down): 0.0172 / -0.1059 Ha
* F_max: 3.0 eV Å⁻¹
* <S²>: 2.011
* multiplicity: 3
* Kohn-Sham gap (spin up / spin down): 8.45 / 6.96 eV
* energy relative to the best compared isomer or geometry (same formula, charge and spin): 295.3 kJ/mol
* total energy: -947.00952 Ha
* total charge: 0
* HOMO (spin up / spin down): -7.983 / -9.845 eV

Geometry as XYZ:
```
9
Properties=species:S:1:pos:R:3:lowdin_spin:R:1
N -0.0971 0.7518 1.6003 0.0066
O -3.4737 0.2947 -1.5392 0.6970
O 1.2795 -1.4773 1.8875 0.0011
P -3.6785 1.5060 -0.7248 1.0575
S 1.4162 -0.1740 1.2467 0.0005
H -0.9839 0.0771 1.5465 0.0023
H -0.0474 0.9985 2.6157 -0.0001
H -2.4400 1.5748 0.0851 0.2352
H 1.1554 -0.5500 -0.0979 0.0000
```